The following is a quantum chemistry calculation of a molecular structure, C31H77N3O11 at a distorted geometry, from the Open Molecules 2025 dataset.

```
122
Properties=species:S:1:pos:R:3:lowdin_charge:R:1
O 4.581 -1.123 -0.887 -0.03
H 4.281 -0.572 -1.610 0.09
H 4.525 -0.559 -0.116 0.07
O 3.974 -3.250 0.068 -0.06
H 4.074 -2.325 -0.157 -0.08
H 4.568 -3.382 0.807 0.03
O 0.846 -0.117 -2.712 -0.05
H 0.573 0.659 -3.201 0.06
H 0.332 -0.084 -1.905 -0.02
O 2.671 -0.829 2.150 0.06
H 3.620 -0.904 2.248 0.12
H 2.321 -1.604 2.589 0.13
C -2.083 -2.559 -5.751 -0.05
C -1.326 -3.668 -4.986 -0.40
C 0.211 -3.157 -4.826 -0.11
C 0.905 -3.772 -3.695 -0.22
C 0.162 -3.809 -2.392 -0.13
C -1.249 -4.455 -2.494 -0.49
N -1.945 -3.920 -3.608 -0.10
O -3.317 -4.351 -3.752 -0.01
C -1.148 -5.948 -2.580 -0.05
C -2.084 -4.040 -1.144 0.00
C -1.370 -4.951 -5.849 -0.04
H -1.844 -2.541 -6.814 0.08
H -1.901 -1.527 -5.450 0.07
H -3.166 -2.683 -5.778 0.07
H 0.730 -3.595 -5.679 0.11
H 0.426 -2.108 -4.626 0.11
H 1.835 -3.244 -3.484 0.12
H 1.179 -4.789 -3.977 0.11
H 0.161 -2.828 -1.915 0.06
H 0.714 -4.334 -1.613 0.13
H -0.518 -6.375 -3.360 0.07
H -0.741 -6.373 -1.662 0.08
H -2.092 -6.492 -2.538 0.09
H -1.625 -4.264 -0.181 0.08
H -2.095 -2.955 -1.242 0.06
H -3.114 -4.360 -1.296 0.07
H -1.040 -5.860 -5.346 0.07
H -0.744 -4.904 -6.740 0.08
H -2.371 -5.111 -6.249 0.08
H -3.718 -3.702 -3.169 0.09
C -1.589 3.690 -0.117 -0.05
C -0.074 3.753 0.198 -0.38
C 0.474 2.759 -0.837 -0.12
C 1.992 2.866 -0.757 -0.18
C 2.471 4.312 -1.069 -0.12
C 1.875 5.325 -0.086 -0.51
N 0.467 5.115 0.037 -0.10
O -0.230 6.111 0.795 0.00
C 2.695 5.384 1.256 0.00
C 2.054 6.721 -0.793 -0.05
C 0.009 3.210 1.682 -0.06
H -2.224 4.436 0.360 0.08
H -2.091 2.731 0.011 0.08
H -1.776 4.020 -1.139 0.09
H 0.414 1.699 -0.589 0.09
H 0.270 2.893 -1.899 0.13
H 2.343 2.211 -1.555 0.11
H 2.263 2.625 0.271 0.09
H 2.023 4.464 -2.051 0.11
H 3.549 4.475 -1.077 0.12
H 1.951 5.576 2.030 0.08
H 3.089 4.375 1.380 0.05
H 3.506 6.107 1.169 0.08
H 1.445 6.722 -1.697 0.08
H 1.676 7.578 -0.235 0.07
H 3.059 7.056 -1.049 0.08
H 1.048 3.180 2.011 0.09
H -0.340 2.182 1.586 -0.08
H -0.570 3.786 2.404 0.07
H -0.754 6.536 0.112 0.10
C -2.383 -1.863 1.187 -0.06
C -3.225 -1.195 2.248 -0.48
C -2.543 -1.742 3.602 -0.09
C -1.163 -1.088 3.886 -0.14
C -1.298 0.492 3.847 -0.09
C -1.878 1.069 2.552 -0.36
N -3.132 0.273 2.292 -0.09
O -3.819 0.882 1.242 -0.01
C -2.114 2.569 2.794 -0.04
C -0.899 0.966 1.383 -0.09
C -4.650 -1.643 2.139 -0.02
H -1.316 -1.843 1.411 0.06
H -2.454 -1.351 0.227 0.09
H -2.629 -2.911 1.020 0.07
H -3.195 -1.693 4.475 0.11
H -2.304 -2.791 3.430 0.11
H -0.285 -1.404 3.323 0.08
H -0.786 -1.517 4.815 0.11
H -0.358 1.041 3.906 0.05
H -1.749 0.780 4.796 0.13
H -2.154 3.202 1.908 0.05
H -3.050 2.707 3.335 0.10
H -1.399 3.101 3.422 0.08
H 0.065 1.359 1.706 0.09
H -0.494 -0.001 1.084 0.08
H -1.256 1.473 0.486 0.11
H -4.782 -2.628 1.693 0.09
H -5.356 -1.040 1.568 0.08
H -5.055 -1.605 3.151 0.08
H -4.735 0.861 1.526 0.09
C 0.715 -1.315 -0.305 -0.15
C 1.926 -0.367 -0.290 -0.23
O 1.809 0.540 0.780 -0.12
O -0.393 -0.450 -0.498 -0.14
H 0.632 -1.738 0.696 0.12
H 0.704 -2.051 -1.109 0.08
H 1.981 0.065 -1.289 0.09
H 2.852 -0.943 -0.303 0.07
H 2.178 0.001 1.484 -0.16
H -0.400 0.225 0.185 -0.07
C 1.717 1.613 4.441 -0.15
C 2.905 1.394 3.379 -0.21
O 3.810 2.474 3.550 -0.07
O 2.215 1.134 5.721 -0.08
H 0.784 1.082 4.248 0.05
H 1.420 2.652 4.585 0.12
H 2.795 1.447 2.296 0.09
H 3.349 0.436 3.650 0.10
H 4.263 2.602 2.713 0.07
H 2.912 1.609 6.181 0.08
```

Charge: 0
E_tot in eV: -60369.052
Frontier orbital gap in eV: 7.28
LUMO in eV: -0.47